Record 1
73
Properties=species:S:1:pos:R:3:lowdin_spin:R:1 method="wB97M-V/def2-TZVPD" homo_lumo_gap_ev="3.71 / 3.80" relative_energy_kj_mol=385.4 lumo_energy_ha="-0.0130 / -0.1348" multiplicity=8
Gd -0.090 0.715 0.180 3.0932
N 1.518 -0.061 4.627 0.1221
C 0.910 0.031 3.409 0.1391
S 0.778 1.628 2.758 0.0473
N 0.537 -1.125 2.891 0.2027
N -0.080 -1.151 1.717 0.4113
C -0.470 -2.421 1.378 0.3540
C -1.242 -2.761 0.264 0.0734
C -1.476 -4.142 -0.001 0.1186
C -2.207 -4.557 -1.078 0.0026
C -2.783 -3.603 -1.941 0.1694
C -2.621 -2.257 -1.699 -0.0044
C -1.850 -1.775 -0.619 0.1550
O -1.712 -0.492 -0.441 0.0695
H 1.599 0.786 5.161 0.0063
H 1.410 -0.929 5.130 0.0023
H -0.176 -3.235 2.036 0.0151
H -1.048 -4.876 0.672 0.0037
H -2.355 -5.614 -1.259 -0.0037
H -3.365 -3.933 -2.793 0.0121
H -3.090 -1.515 -2.336 -0.0045
O 5.710 -5.038 0.446 0.0919
N 5.595 -3.894 0.845 0.0979
O 6.400 -3.369 1.592 0.1052
C 4.430 -3.133 0.395 0.1098
C 3.661 -3.743 -0.544 0.1740
C 2.536 -3.107 -1.113 0.0484
C 1.744 -3.728 -2.101 0.0760
C 0.720 -3.025 -2.665 0.0071
C 0.474 -1.720 -2.218 0.1061
N 1.167 -1.129 -1.259 -0.0178
C 2.198 -1.803 -0.715 0.0596
C 3.009 -1.136 0.278 -0.0115
N 2.669 0.137 0.569 0.0177
C 3.418 0.797 1.428 0.0496
C 4.474 0.211 2.124 0.0181
C 4.820 -1.086 1.854 0.0471
C 4.119 -1.800 0.860 0.0023
H 3.931 -4.736 -0.871 0.0123
H 1.965 -4.744 -2.405 0.0027
H 0.089 -3.460 -3.426 -0.0005
H -0.311 -1.134 -2.676 0.0055
H 3.174 1.835 1.590 0.0039
H 5.012 0.777 2.871 0.0000
H 5.637 -1.546 2.378 0.0043
C -2.513 1.725 2.388 0.0079
Si -2.798 2.971 0.989 0.0490
C -2.463 4.727 1.627 0.0184
C -4.629 2.785 0.534 0.0109
N -1.675 2.539 -0.253 0.4345
C -1.804 2.954 -1.541 0.0479
C -2.651 3.993 -2.001 0.1175
C -2.751 4.338 -3.334 -0.0061
C -2.001 3.690 -4.308 0.1593
C -1.137 2.680 -3.909 -0.0148
C -1.065 2.356 -2.579 0.1223
F -0.200 1.314 -2.225 0.0316
H -3.448 1.503 2.908 0.0008
H -1.805 2.090 3.127 0.0021
H -2.138 0.779 1.978 0.0035
H -3.081 4.968 2.496 0.0018
H -2.658 5.478 0.858 0.0003
H -1.415 4.816 1.922 -0.0003
H -5.269 3.081 1.368 0.0007
H -4.844 1.739 0.300 -0.0003
H -4.915 3.380 -0.334 0.0011
H -3.236 4.532 -1.268 0.0043
H -3.430 5.131 -3.626 -0.0032
H -2.086 3.960 -5.350 0.0084
H -0.526 2.144 -4.625 -0.0032
N 1.937 3.775 -0.160 0.0029
C 1.374 2.773 -0.291 0.0078
H 2.402 4.641 0.016 0.0001

Record 2
68
Properties=species:S:1:pos:R:3:nbo_charge:R:1 method="wB97M-V/def2-TZVPD" homo_lumo_gap_ev="5.21 / 5.77" relative_energy_kj_mol=58.0 lumo_energy_ha="-0.3182 / -0.3011" charge=+2 multiplicity=2
Re 0.272 0.592 -0.398 1.3908
O 0.923 3.828 2.092 -0.4744
C 0.886 2.746 1.567 0.6353
N 0.077 2.388 0.516 -0.6353
C -0.227 3.417 -0.419 0.6753
O -1.148 4.170 -0.369 -0.4400
C 0.837 3.359 -1.475 0.0908
C 1.356 4.519 -2.024 -0.1760
C 2.468 4.413 -2.850 -0.1046
C 2.961 3.149 -3.139 -0.2172
C 2.346 2.037 -2.578 0.0775
N 1.327 2.133 -1.735 -0.5094
C 1.891 1.664 1.864 0.1120
C 2.798 1.826 2.898 -0.1705
C 3.820 0.899 3.044 -0.1073
C 3.920 -0.120 2.107 -0.2067
C 2.978 -0.204 1.095 0.0579
N 1.961 0.650 0.979 -0.4629
H 0.910 5.467 -1.770 0.2678
H 2.942 5.299 -3.244 0.2573
H 3.815 3.011 -3.782 0.2579
H 2.692 1.037 -2.803 0.2181
H 2.690 2.675 3.557 0.2731
H 4.526 0.984 3.855 0.2556
H 4.718 -0.844 2.151 0.2540
H 3.057 -0.980 0.346 0.2162
C -4.466 2.859 -2.125 -0.6664
C -3.236 2.070 -2.288 0.2778
C -2.585 1.633 -3.437 -0.3247
C -1.433 0.978 -3.015 0.2430
N -1.378 0.991 -1.669 -0.3647
N -2.488 1.654 -1.253 -0.3304
C -0.396 0.348 -3.870 -0.6667
H -5.203 2.584 -2.876 0.2617
H -4.247 3.919 -2.268 0.2661
H -4.890 2.736 -1.133 0.2424
H -2.900 1.780 -4.449 0.2592
H -2.666 1.824 -0.271 0.4418
H 0.134 1.106 -4.449 0.2504
H -0.869 -0.324 -4.583 0.2622
H 0.323 -0.214 -3.278 0.2222
C 0.655 -4.016 -0.977 -0.4321
C -0.813 -3.601 -1.019 -0.4293
C -0.730 -2.299 -1.801 -0.0687
O 0.503 -1.660 -1.382 -0.5717
C 1.354 -2.672 -0.787 -0.0705
H 0.952 -4.480 -1.916 0.2275
H 0.877 -4.702 -0.166 0.2452
H -1.192 -3.415 -0.014 0.2145
H -1.449 -4.331 -1.511 0.2526
H -1.561 -1.624 -1.600 0.2092
H -0.662 -2.501 -2.875 0.1971
H 1.458 -2.448 0.282 0.1813
H 2.328 -2.639 -1.285 0.2054
N -1.814 -5.372 7.147 -0.2001
C -1.767 -4.706 6.218 0.2262
C -1.647 -3.853 5.094 -0.0977
C -2.752 -3.152 4.596 -0.1612
C -2.592 -2.282 3.540 -0.1485
C -1.326 -2.107 2.960 -0.1243
C -0.227 -2.838 3.453 -0.1715
C -0.382 -3.696 4.512 -0.1542
C -1.074 -1.215 1.909 0.2271
C -0.685 -0.493 0.999 -0.4177
H -3.720 -3.295 5.050 0.2533
H -3.431 -1.722 3.158 0.2338
H 0.740 -2.691 2.997 0.2176
H 0.459 -4.248 4.901 0.2477

Record 3
74
Properties=species:S:1:pos:R:3:lowdin_spin:R:1 method="wB97M-V/def2-TZVPD" homo_lumo_gap_ev="7.12 / 7.16" relative_energy_kj_mol=48.1 lumo_energy_ha="-0.0064 / -0.0064" multiplicity=2
Ce -0.101 0.041 -0.103 1.0127
O -1.816 4.124 -0.245 0.0000
C -2.007 3.756 1.050 0.0000
C -1.721 4.664 2.053 0.0000
C -1.873 4.293 3.383 0.0000
C -2.311 3.018 3.710 0.0000
C -2.618 2.121 2.691 0.0000
C -2.480 2.478 1.359 0.0000
C -2.845 1.568 0.192 -0.0001
O -1.836 1.436 -0.756 -0.0037
N -3.347 0.261 0.643 0.0000
N -2.506 -0.705 1.075 -0.0009
C -3.028 -1.681 1.711 0.0003
C -2.335 -2.913 2.077 -0.0001
Br -0.546 -3.019 1.492 -0.0001
C -2.960 -3.882 2.739 0.0002
C -2.524 -5.220 3.180 0.0000
C -1.556 -5.985 2.527 0.0000
C -1.217 -7.246 3.001 0.0000
C -1.834 -7.765 4.133 0.0000
C -2.809 -7.019 4.782 0.0000
C -3.153 -5.765 4.302 0.0000
H -1.707 3.304 -0.754 0.0000
H -1.354 5.646 1.780 0.0000
H -1.634 5.002 4.166 0.0000
H -2.413 2.722 4.747 0.0000
H -2.969 1.132 2.951 0.0000
H -3.744 2.007 -0.250 0.0000
H -4.287 0.254 1.014 0.0000
H -4.092 -1.655 1.950 0.0000
H -3.981 -3.629 3.022 0.0000
H -1.075 -5.608 1.634 0.0000
H -0.467 -7.826 2.478 0.0000
H -1.563 -8.749 4.500 0.0000
H -3.304 -7.418 5.659 0.0000
H -3.920 -5.188 4.808 0.0000
S 1.004 -2.317 -1.526 -0.0022
C -0.632 -2.392 -2.102 -0.0001
C -1.091 -3.417 -2.953 -0.0001
C -2.395 -3.411 -3.385 0.0000
C -3.255 -2.386 -2.977 0.0000
C -2.744 -1.421 -2.143 -0.0001
N -1.476 -1.419 -1.706 -0.0015
H -0.394 -4.189 -3.250 0.0000
H -2.755 -4.196 -4.041 0.0000
H -4.286 -2.342 -3.301 0.0000
H -3.354 -0.597 -1.794 0.0000
C 5.181 -0.636 -2.112 0.0000
C 4.631 0.192 -3.271 0.0000
C 3.195 0.558 -3.057 0.0000
N 2.571 0.452 -1.949 0.0004
N 1.258 0.849 -2.023 -0.0014
C 0.895 1.266 -3.201 0.0001
N -0.370 1.651 -3.487 0.0004
S 2.180 1.185 -4.350 -0.0001
H 6.201 -0.956 -2.331 0.0000
H 4.566 -1.523 -1.946 0.0000
H 5.192 -0.057 -1.188 0.0000
H 4.718 -0.356 -4.211 0.0000
H 5.211 1.110 -3.392 0.0000
H -1.044 1.704 -2.728 0.0001
H -0.568 2.143 -4.336 0.0000
Br 5.513 -1.875 1.848 0.0000
C 3.772 -1.383 2.379 -0.0001
C 3.417 -1.363 3.712 0.0002
C 2.125 -0.975 4.041 0.0000
C 1.256 -0.633 3.027 0.0009
N 1.599 -0.687 1.739 -0.0008
C 2.843 -1.033 1.415 0.0001
H 4.132 -1.640 4.475 0.0000
H 1.804 -0.932 5.072 0.0000
H 0.246 -0.310 3.245 0.0004
H 3.096 -1.037 0.361 0.0000
Cl 0.803 2.116 1.113 -0.0048

Record 4
71
Properties=species:S:1:pos:R:3:lowdin_spin:R:1 method="wB97M-V/def2-TZVPD" homo_lumo_gap_ev="5.38 / 6.12" lumo_energy_ha="-0.0150 / -0.0740" multiplicity=3
Pt -0.670 -0.255 1.278 0.0406
C 0.807 2.787 2.044 0.0198
C 1.746 1.627 2.001 0.1368
C 3.069 1.757 2.255 0.0808
C 3.926 0.626 2.420 0.2580
C 3.327 -0.625 2.487 0.0284
C 3.950 -1.850 2.867 0.2990
Br 5.799 -1.895 3.146 0.0749
C 3.241 -3.058 3.098 0.0357
C 1.899 -3.090 2.958 0.1913
Br 0.923 -4.629 3.337 0.0496
C 1.203 -1.885 2.502 0.1794
O -0.063 -1.855 2.401 0.2236
C 1.941 -0.711 2.213 0.1017
N 1.199 0.358 1.802 0.2338
H 1.367 3.721 2.033 -0.0001
H 0.217 2.744 2.966 0.0069
H 0.097 2.782 1.225 0.0039
H 3.468 2.756 2.377 0.0000
H 4.977 0.747 2.632 0.0170
H 3.777 -3.945 3.403 -0.0023
C 3.146 5.834 -1.430 0.0001
C 2.216 4.652 -1.534 0.0005
C 0.853 4.837 -1.769 0.0003
C -0.014 3.761 -1.802 0.0006
C 0.483 2.477 -1.600 0.0001
C 1.836 2.265 -1.387 0.0009
C 2.692 3.358 -1.364 0.0007
S -0.638 1.126 -1.561 0.0006
O 0.176 -0.056 -1.691 0.0013
O -1.644 1.380 -2.561 0.0000
N -1.344 1.166 -0.065 0.0042
C -2.768 1.159 -0.091 -0.0003
C -3.568 2.110 -0.650 0.0012
C -4.977 1.962 -0.646 -0.0005
C -5.581 0.868 -0.102 0.0008
C -4.783 -0.146 0.479 -0.0002
C -5.290 -1.351 1.027 0.0033
C -4.442 -2.289 1.523 -0.0004
C -3.051 -2.033 1.517 0.0036
N -2.565 -0.920 1.038 -0.0008
C -3.394 0.027 0.491 0.0007
H 2.755 6.701 -1.962 0.0000
H 4.132 5.599 -1.831 0.0000
H 3.277 6.120 -0.384 0.0000
H 0.473 5.838 -1.938 0.0000
H -1.066 3.903 -2.013 0.0000
H 2.205 1.258 -1.249 0.0001
H 3.752 3.197 -1.200 0.0000
H -3.118 2.971 -1.123 0.0001
H -5.584 2.736 -1.099 -0.0001
H -6.658 0.763 -0.105 0.0000
H -6.362 -1.515 1.041 0.0002
H -4.803 -3.219 1.936 -0.0001
H -2.330 -2.740 1.915 -0.0003
C 1.374 -4.236 -2.856 0.0000
C 1.564 -2.982 -2.015 0.0000
S 0.376 -2.874 -0.668 0.0016
O 0.425 -4.206 0.041 0.0022
C -1.156 -2.817 -1.702 0.0002
C -1.910 -4.142 -1.706 0.0001
H 2.261 -4.426 -3.461 0.0000
H 0.524 -4.142 -3.534 0.0000
H 1.210 -5.098 -2.209 0.0000
H 1.484 -2.050 -2.581 0.0000
H 2.525 -2.993 -1.496 0.0000
H -0.854 -2.489 -2.695 0.0000
H -1.742 -2.008 -1.267 0.0002
H -1.760 -4.686 -2.638 0.0000
H -2.979 -3.973 -1.577 0.0000
H -1.558 -4.784 -0.896 0.0000